78
Properties=species:S:1:pos:R:3 method="wB97M-V/def2-TZVPD" de_lowest_kcal_mol=26.27 total_charge=-1 total_energy_ev=-120285.4781 spin_multiplicity=4 orbital_gap_ev="6.83 / 6.33" homo_ev="-4.31 / -4.31"
C -3.542 3.403 2.423
C -3.274 2.414 1.334
H -4.519 3.890 2.283
H -2.799 4.217 2.452
H -3.577 2.908 3.406
C -4.007 2.396 0.215
C -5.214 3.245 -0.042
H -3.786 1.674 -0.581
H -4.981 4.319 -0.092
H -6.018 3.121 0.701
H -5.645 2.968 -1.011
Co 0.364 -2.581 2.860
Cl 0.602 -4.330 1.568
Cl 1.638 3.262 0.637
C 0.183 -2.206 -1.531
O 0.582 -1.135 -2.012
N -0.223 -3.269 -2.256
C -0.203 -3.215 -3.706
C -0.896 -4.402 -1.649
H 0.111 -2.372 -0.436
H 0.433 -2.389 -4.029
H -1.211 -3.076 -4.119
H 0.186 -4.163 -4.094
H -0.708 -4.415 -0.568
H -0.501 -5.323 -2.095
H -1.981 -4.355 -1.826
H -1.156 3.619 -0.566
H -2.948 2.315 -2.755
C -1.012 3.934 -1.615
C -2.037 2.481 -3.348
N -0.913 2.762 -2.473
H -0.088 4.525 -1.674
C 0.319 2.199 -2.711
O 1.381 2.627 -2.253
H -1.819 1.579 -3.931
H 0.254 1.291 -3.345
H -1.874 4.536 -1.926
H -2.205 3.332 -4.025
O -0.836 2.091 1.358
C -2.037 1.477 1.535
C -1.821 0.246 -0.664
C -2.244 0.199 0.655
H -1.094 1.005 -0.964
C -2.403 -0.616 -1.604
H -2.100 1.117 2.584
C -2.978 -0.896 1.112
H -2.168 -0.477 -2.655
C -3.266 -1.634 -1.188
C -3.516 -1.792 0.181
H -3.139 -1.002 2.183
H -3.716 -2.292 -1.938
H -4.151 -2.613 0.511
Si 1.124 2.996 2.657
Cl -0.136 -1.657 4.615
C 1.996 4.628 3.237
C 2.231 1.623 3.350
C -0.521 3.117 3.555
H 2.895 4.833 2.636
H 2.307 4.550 4.295
H 1.341 5.508 3.142
H -1.153 3.775 2.933
H -0.491 3.559 4.564
H -0.937 2.110 3.674
H 1.812 0.620 3.167
H 2.331 1.742 4.446
H 3.247 1.662 2.916
C 3.215 -1.912 0.663
N 2.543 -0.696 0.226
C 3.245 0.132 -0.745
C 1.395 -0.316 0.779
O 0.825 -0.937 1.720
H 4.087 -2.029 0.010
H 2.543 -2.780 0.573
H 3.544 -1.818 1.714
H 2.596 0.923 -1.128
H 4.140 0.590 -0.298
H 3.572 -0.501 -1.575
H 0.940 0.599 0.377


85
Properties=species:S:1:pos:R:3 method="wB97M-V/def2-TZVPD" total_energy_ev=-81993.4860 spin_multiplicity=1 orbital_gap_ev=8.74 homo_ev=-8.11
C -0.690 -0.961 2.801
O -1.597 -1.268 1.743
C -0.912 -2.106 0.800
C -1.260 -1.798 -0.670
C -2.779 -1.875 -1.007
C -3.640 -0.729 -0.413
C -3.276 0.710 -0.925
C -3.259 1.710 0.276
C -2.456 3.022 0.037
C -0.922 2.925 0.298
C -0.283 1.569 -0.081
C 1.213 1.422 0.433
Si 2.423 1.970 -0.923
P 3.963 0.397 -1.295
N 4.192 -0.478 0.034
H 0.148 -0.325 2.455
H -1.192 -0.433 3.624
H -0.236 -1.906 3.167
H -1.124 -3.162 1.064
H 0.182 -1.967 0.932
H -0.858 -0.842 -1.040
H -0.762 -2.584 -1.277
H -2.863 -1.928 -2.110
H -3.162 -2.832 -0.603
H -3.677 -0.757 0.687
H -4.682 -0.920 -0.749
H -2.334 0.675 -1.497
H -4.057 1.065 -1.624
H -2.972 1.196 1.214
H -4.313 2.019 0.439
H -2.847 3.762 0.767
H -2.701 3.453 -0.953
H -0.443 3.688 -0.355
H -0.636 3.222 1.326
H -0.827 0.708 0.345
H -0.297 1.462 -1.184
H 1.360 0.328 0.557
H 1.338 1.936 1.397
H 1.755 2.261 -2.212
H 3.053 3.231 -0.488
H 3.605 -0.442 -2.410
H 5.162 1.100 -1.641
H 5.157 -0.352 0.313
C 1.748 1.541 -7.949
C 1.989 1.714 -6.464
O 0.896 1.179 -5.703
C 0.934 -0.133 -5.482
O 1.789 -0.869 -5.864
C -0.255 -0.553 -4.624
F -1.391 0.017 -5.025
F -0.070 -0.206 -3.347
F -0.451 -1.864 -4.650
H 0.791 1.979 -8.235
H 2.541 2.019 -8.524
H 1.712 0.485 -8.220
H 2.042 2.774 -6.217
H 2.932 1.261 -6.155
C -5.753 -2.176 4.031
C -6.147 -3.309 3.106
O -7.570 -3.331 2.900
C -8.025 -2.501 1.965
O -7.349 -1.767 1.317
C -9.534 -2.660 1.811
F -10.152 -2.732 2.991
F -9.832 -3.775 1.140
F -10.072 -1.645 1.148
H -6.305 -2.239 4.970
H -4.685 -2.213 4.246
H -5.984 -1.208 3.585
H -5.891 -4.266 3.559
H -5.622 -3.249 2.152
C 8.121 0.236 5.302
C 9.178 0.761 4.352
O 8.802 0.520 2.987
C 7.977 1.415 2.450
O 7.542 2.371 3.009
C 7.703 1.062 0.992
F 7.471 -0.240 0.824
F 8.743 1.373 0.214
F 6.646 1.713 0.514
H 7.923 -0.819 5.107
H 8.446 0.349 6.336
H 7.179 0.770 5.175
H 10.116 0.230 4.508
H 9.373 1.821 4.515


74
Properties=species:S:1:pos:R:3 method="wB97M-V/def2-TZVPD" de_lowest_kcal_mol=0.00 total_charge=+3 total_energy_ev=-125342.3726 spin_multiplicity=6 orbital_gap_ev="7.36 / 4.86" homo_ev="-15.69 / -16.92"
Ru -0.053 -0.368 -0.182
P 0.300 1.493 0.990
P -2.279 0.082 -0.348
P 2.119 -0.531 -0.768
H -1.617 -3.536 -5.462
C -0.918 -4.186 -4.885
C -0.562 -3.946 -3.603
H -0.936 -3.134 -2.978
C 0.269 3.181 0.189
C -0.904 1.825 2.367
C 1.887 1.781 1.945
C -3.003 -1.043 -1.590
C -3.394 -0.152 1.110
C -2.885 1.748 -0.861
C 2.312 -1.714 -2.137
C 3.208 -1.180 0.564
C 3.040 0.946 -1.387
H -0.543 -5.110 -5.377
H 0.092 -4.676 -3.117
H 0.511 3.960 0.931
H -0.718 3.413 -0.226
H 1.014 3.252 -0.613
H -0.514 2.611 3.034
H -1.029 0.922 2.977
H -1.876 2.149 1.971
H 1.872 2.785 2.390
H 2.775 1.686 1.312
H 1.957 1.082 2.784
H -4.026 -0.722 -1.841
H -3.047 -2.049 -1.149
H -2.367 -1.035 -2.487
H -4.267 0.513 1.018
H -2.863 0.089 2.039
H -3.737 -1.196 1.150
H -3.970 1.690 -1.024
H -2.407 2.058 -1.806
H -2.685 2.498 -0.084
H 3.364 -2.026 -2.230
H 1.961 -1.247 -3.068
H 1.683 -2.589 -1.912
H 4.220 -1.368 0.184
H 2.787 -2.127 0.924
H 3.268 -0.474 1.399
H 4.096 0.685 -1.547
H 2.996 1.790 -0.688
H 2.619 1.266 -2.350
C 0.188 1.022 -4.643
C -0.031 -0.365 -4.752
C 0.237 -0.986 -5.970
C 0.718 -0.240 -7.042
C 0.969 1.133 -6.905
C 0.710 1.777 -5.707
Se -0.263 1.929 -3.039
H 0.123 0.618 -2.195
H -0.430 -0.905 -3.878
H 0.051 -2.039 -6.087
H 0.909 -0.691 -8.013
H 1.375 1.692 -7.758
H 0.865 2.848 -5.535
N -3.558 -4.388 3.804
C -3.168 -3.659 2.712
O -3.903 -3.543 1.729
C -1.839 -2.943 2.829
C -1.122 -2.718 4.018
C 0.037 -1.978 3.916
C 0.455 -1.453 2.676
N -0.292 -1.629 1.555
C -1.280 -2.504 1.611
H -4.480 -4.812 3.819
H -2.903 -4.642 4.521
H -1.428 -3.135 4.985
H 0.671 -1.757 4.778
H 1.378 -0.878 2.580
H -1.646 -2.874 0.656


76
Properties=species:S:1:pos:R:3 method="wB97M-V/def2-TZVPD" de_lowest_kcal_mol=0.00 total_energy_ev=-42234.5394 spin_multiplicity=1 orbital_gap_ev=9.45 homo_ev=-9.23
C 2.793 -2.850 -10.304
N 1.758 -3.300 -11.191
C 1.597 -4.743 -11.261
C 0.975 -2.468 -11.933
O 0.190 -2.820 -12.785
H 2.452 -2.749 -9.263
H 3.164 -1.846 -10.538
H 3.673 -3.490 -10.316
H 0.817 -4.969 -11.981
H 2.527 -5.273 -11.459
H 1.257 -5.102 -10.281
H 1.182 -1.426 -11.615
C -0.719 -1.771 -5.444
C -1.520 -2.954 -5.932
C -3.016 -2.828 -5.920
O -0.980 -3.939 -6.381
H -0.438 -1.163 -6.303
H 0.163 -2.146 -4.929
H -1.374 -1.230 -4.761
H -3.428 -3.579 -6.584
H -3.225 -1.820 -6.300
H -3.405 -2.831 -4.902
C 6.038 -1.542 -8.127
C 6.470 -2.982 -8.216
C 7.785 -3.424 -7.653
O 5.796 -3.785 -8.823
H 6.722 -1.036 -8.819
H 6.151 -1.113 -7.135
H 5.034 -1.473 -8.535
H 7.822 -3.603 -6.583
H 8.560 -2.689 -7.896
H 8.098 -4.376 -8.079
C 5.511 -5.331 -1.664
C 4.248 -5.793 -0.991
C 3.330 -4.789 -0.326
O 4.012 -6.982 -0.864
H 6.028 -6.184 -2.089
H 6.121 -4.747 -0.978
H 5.127 -4.699 -2.476
H 2.419 -5.236 0.049
H 2.988 -4.139 -1.147
H 4.001 -4.195 0.293
C 8.507 -4.427 -4.047
C 8.840 -5.788 -4.645
C 9.403 -6.834 -3.698
O 8.739 -6.007 -5.826
H 7.675 -4.006 -4.605
H 9.330 -3.721 -4.154
H 8.259 -4.601 -3.001
H 9.308 -7.804 -4.179
H 8.856 -6.750 -2.757
H 10.457 -6.684 -3.463
C 5.740 -6.774 -7.703
C 6.971 -7.080 -8.403
N 7.953 -7.306 -8.951
H 4.974 -6.441 -8.398
H 5.974 -6.035 -6.936
H 5.355 -7.652 -7.181
C 2.771 -3.876 -6.181
C 4.132 -4.042 -5.736
N 5.207 -4.082 -5.336
H 2.540 -3.247 -7.035
H 2.238 -3.473 -5.311
H 2.276 -4.829 -6.383
C 1.206 -6.428 -3.418
C 0.290 -5.313 -3.149
N -0.443 -4.472 -2.877
H 0.609 -7.271 -3.758
H 1.644 -6.715 -2.461
H 1.924 -6.048 -4.140
C 0.861 -0.675 -2.530
C 2.049 -1.455 -2.845
N 3.019 -2.016 -3.097
H -0.018 -1.224 -2.216
H 0.650 -0.178 -3.483
H 1.158 0.127 -1.855


86
Properties=species:S:1:pos:R:3 method="wB97M-V/def2-TZVPD" de_lowest_kcal_mol=7.15 total_energy_ev=-261971.9817 spin_multiplicity=1 orbital_gap_ev=6.43 homo_ev=-7.43
Y 0.000 0.000 0.000
C -2.896 3.060 1.553
As -1.677 2.304 0.195
C -2.984 2.531 -1.274
C -0.595 3.982 -0.011
C 0.432 4.262 -1.183
C -0.256 4.025 -2.527
C 1.786 3.459 -1.075
As 1.989 1.480 -1.395
C 3.960 1.533 -1.503
C 1.757 1.435 -3.358
C 0.786 5.793 -1.007
As 1.791 6.972 -2.302
C 2.988 5.808 -3.360
C 0.409 7.209 -3.693
H -2.342 3.232 2.497
H -3.726 2.347 1.736
H -3.322 4.021 1.197
H -3.326 3.584 -1.335
H -3.856 1.875 -1.076
H -2.552 2.217 -2.243
H -0.074 4.141 0.957
H -1.394 4.752 -0.074
H -0.551 2.970 -2.608
H 0.425 4.226 -3.369
H -1.164 4.658 -2.625
H 2.224 3.653 -0.073
H 2.485 3.883 -1.802
H 4.287 2.313 -2.222
H 4.334 0.547 -1.849
H 4.382 1.758 -0.503
H 2.295 2.279 -3.835
H 0.685 1.473 -3.627
H 2.163 0.477 -3.743
H 1.335 5.893 -0.045
H -0.151 6.376 -0.879
H 3.814 5.438 -2.723
H 3.432 6.423 -4.172
H 2.448 4.969 -3.831
H -0.457 7.747 -3.251
H 0.064 6.256 -4.122
H 0.831 7.827 -4.511
C 4.298 -0.773 3.130
C 4.529 0.439 4.019
C 4.903 0.045 5.444
O 3.490 1.400 4.022
P 1.896 1.101 4.089
S 0.997 2.730 4.672
S 1.161 0.647 2.342
O 1.869 -0.073 5.200
C 0.772 -0.894 5.561
C -0.600 -0.236 5.583
C 0.775 -2.179 4.741
H 5.181 -1.421 3.119
H 4.096 -0.464 2.100
H 3.450 -1.373 3.469
H 5.396 0.968 3.605
H 4.145 -0.593 5.906
H 5.006 0.933 6.076
H 5.850 -0.505 5.458
H 0.982 -1.192 6.596
H -0.917 0.094 4.591
H -0.601 0.635 6.245
H -1.357 -0.934 5.956
H 0.530 -1.994 3.692
H 0.048 -2.897 5.133
H 1.765 -2.645 4.761
O -2.295 -6.629 -3.214
N -2.385 -6.590 -1.978
O -2.930 -7.465 -1.289
C -1.811 -5.433 -1.286
C -1.188 -4.427 -2.018
C -0.644 -3.324 -1.329
C -0.680 -3.150 0.079
O -0.181 -2.141 0.682
C -1.333 -4.222 0.743
C -1.892 -5.345 0.101
N -1.466 -4.219 2.199
O -0.606 -4.842 2.845
O -2.533 -3.785 2.666
N -0.010 -2.320 -2.183
O 1.172 -2.523 -2.508
O -0.752 -1.463 -2.691
H -1.112 -4.474 -3.102
H -2.374 -6.118 0.694
H -0.884 -0.493 -1.783


78
Properties=species:S:1:pos:R:3 method="wB97M-V/def2-TZVPD" total_charge=+2 total_energy_ev=-91606.9662 spin_multiplicity=2 orbital_gap_ev="6.49 / 6.65" homo_ev="-14.08 / -14.21"
Fe -0.497 0.226 -0.605
C 2.472 1.322 0.892
C 1.897 1.944 -0.330
C 2.371 3.039 -1.038
C 1.445 3.282 -2.042
C 1.429 4.342 -3.091
N 0.480 2.361 -1.944
N 0.752 1.521 -0.903
B -0.856 2.160 -2.674
N -1.948 2.217 -1.587
N -1.897 1.337 -0.530
C -3.002 1.550 0.223
C -3.368 0.795 1.453
C -3.733 2.581 -0.348
C -3.049 2.970 -1.484
C -3.393 4.025 -2.480
N -0.871 0.728 -3.233
N -0.862 -0.272 -2.314
C -1.070 -1.433 -2.952
C -1.191 -2.726 -2.215
C -1.201 -1.169 -4.312
C -1.085 0.206 -4.451
C -1.166 1.052 -5.676
H 3.497 1.652 1.046
H 1.902 1.621 1.771
H 2.481 0.237 0.825
H 3.266 3.603 -0.839
H 2.335 4.939 -3.023
H 1.378 3.909 -4.089
H 0.573 5.006 -2.967
H -1.028 2.974 -3.527
H -2.672 -0.001 1.674
H -3.409 1.461 2.316
H -4.354 0.344 1.342
H -4.660 2.992 0.015
H -4.314 4.519 -2.179
H -2.606 4.776 -2.549
H -3.541 3.600 -3.472
H -0.988 -2.593 -1.149
H -2.199 -3.129 -2.308
H -0.501 -3.478 -2.598
H -1.385 -1.881 -5.098
H -1.188 0.417 -6.558
H -2.069 1.663 -5.673
H -0.308 1.719 -5.753
C 2.431 -4.753 -0.537
Si 2.227 -3.053 0.131
C 3.581 -2.613 1.304
C 2.119 -1.789 -1.241
C 0.539 -3.084 1.076
Te -0.241 -1.270 1.740
C 1.008 -0.859 3.348
Si 0.073 -0.963 5.043
C 1.375 -0.771 6.321
C -1.152 0.421 5.017
C -0.759 -2.614 5.099
H 3.349 -4.825 -1.126
H 1.600 -5.048 -1.181
H 2.508 -5.479 0.275
H 4.532 -2.754 0.782
H 3.597 -3.275 2.173
H 3.560 -1.582 1.656
H 3.109 -1.402 -1.497
H 1.548 -0.892 -0.970
H 1.676 -2.189 -2.151
H 0.635 -3.700 1.973
H -0.239 -3.525 0.450
H 1.399 0.147 3.209
H 1.820 -1.583 3.270
H 1.874 0.197 6.254
H 2.130 -1.556 6.247
H 0.928 -0.842 7.317
H -0.652 1.390 5.097
H -1.850 0.343 5.854
H -1.759 0.432 4.107
H -0.038 -3.431 5.018
H -1.518 -2.748 4.323
H -1.277 -2.738 6.054


Repeat the second record exactly.
85
Properties=species:S:1:pos:R:3 method="wB97M-V/def2-TZVPD" total_energy_ev=-81993.4860 spin_multiplicity=1 orbital_gap_ev=8.74 homo_ev=-8.11
C -0.690 -0.961 2.801
O -1.597 -1.268 1.743
C -0.912 -2.106 0.800
C -1.260 -1.798 -0.670
C -2.779 -1.875 -1.007
C -3.640 -0.729 -0.413
C -3.276 0.710 -0.925
C -3.259 1.710 0.276
C -2.456 3.022 0.037
C -0.922 2.925 0.298
C -0.283 1.569 -0.081
C 1.213 1.422 0.433
Si 2.423 1.970 -0.923
P 3.963 0.397 -1.295
N 4.192 -0.478 0.034
H 0.148 -0.325 2.455
H -1.192 -0.433 3.624
H -0.236 -1.906 3.167
H -1.124 -3.162 1.064
H 0.182 -1.967 0.932
H -0.858 -0.842 -1.040
H -0.762 -2.584 -1.277
H -2.863 -1.928 -2.110
H -3.162 -2.832 -0.603
H -3.677 -0.757 0.687
H -4.682 -0.920 -0.749
H -2.334 0.675 -1.497
H -4.057 1.065 -1.624
H -2.972 1.196 1.214
H -4.313 2.019 0.439
H -2.847 3.762 0.767
H -2.701 3.453 -0.953
H -0.443 3.688 -0.355
H -0.636 3.222 1.326
H -0.827 0.708 0.345
H -0.297 1.462 -1.184
H 1.360 0.328 0.557
H 1.338 1.936 1.397
H 1.755 2.261 -2.212
H 3.053 3.231 -0.488
H 3.605 -0.442 -2.410
H 5.162 1.100 -1.641
H 5.157 -0.352 0.313
C 1.748 1.541 -7.949
C 1.989 1.714 -6.464
O 0.896 1.179 -5.703
C 0.934 -0.133 -5.482
O 1.789 -0.869 -5.864
C -0.255 -0.553 -4.624
F -1.391 0.017 -5.025
F -0.070 -0.206 -3.347
F -0.451 -1.864 -4.650
H 0.791 1.979 -8.235
H 2.541 2.019 -8.524
H 1.712 0.485 -8.220
H 2.042 2.774 -6.217
H 2.932 1.261 -6.155
C -5.753 -2.176 4.031
C -6.147 -3.309 3.106
O -7.570 -3.331 2.900
C -8.025 -2.501 1.965
O -7.349 -1.767 1.317
C -9.534 -2.660 1.811
F -10.152 -2.732 2.991
F -9.832 -3.775 1.140
F -10.072 -1.645 1.148
H -6.305 -2.239 4.970
H -4.685 -2.213 4.246
H -5.984 -1.208 3.585
H -5.891 -4.266 3.559
H -5.622 -3.249 2.152
C 8.121 0.236 5.302
C 9.178 0.761 4.352
O 8.802 0.520 2.987
C 7.977 1.415 2.450
O 7.542 2.371 3.009
C 7.703 1.062 0.992
F 7.471 -0.240 0.824
F 8.743 1.373 0.214
F 6.646 1.713 0.514
H 7.923 -0.819 5.107
H 8.446 0.349 6.336
H 7.179 0.770 5.175
H 10.116 0.230 4.508
H 9.373 1.821 4.515


Repeat the fourth record exactly.
76
Properties=species:S:1:pos:R:3 method="wB97M-V/def2-TZVPD" de_lowest_kcal_mol=0.00 total_energy_ev=-42234.5394 spin_multiplicity=1 orbital_gap_ev=9.45 homo_ev=-9.23
C 2.793 -2.850 -10.304
N 1.758 -3.300 -11.191
C 1.597 -4.743 -11.261
C 0.975 -2.468 -11.933
O 0.190 -2.820 -12.785
H 2.452 -2.749 -9.263
H 3.164 -1.846 -10.538
H 3.673 -3.490 -10.316
H 0.817 -4.969 -11.981
H 2.527 -5.273 -11.459
H 1.257 -5.102 -10.281
H 1.182 -1.426 -11.615
C -0.719 -1.771 -5.444
C -1.520 -2.954 -5.932
C -3.016 -2.828 -5.920
O -0.980 -3.939 -6.381
H -0.438 -1.163 -6.303
H 0.163 -2.146 -4.929
H -1.374 -1.230 -4.761
H -3.428 -3.579 -6.584
H -3.225 -1.820 -6.300
H -3.405 -2.831 -4.902
C 6.038 -1.542 -8.127
C 6.470 -2.982 -8.216
C 7.785 -3.424 -7.653
O 5.796 -3.785 -8.823
H 6.722 -1.036 -8.819
H 6.151 -1.113 -7.135
H 5.034 -1.473 -8.535
H 7.822 -3.603 -6.583
H 8.560 -2.689 -7.896
H 8.098 -4.376 -8.079
C 5.511 -5.331 -1.664
C 4.248 -5.793 -0.991
C 3.330 -4.789 -0.326
O 4.012 -6.982 -0.864
H 6.028 -6.184 -2.089
H 6.121 -4.747 -0.978
H 5.127 -4.699 -2.476
H 2.419 -5.236 0.049
H 2.988 -4.139 -1.147
H 4.001 -4.195 0.293
C 8.507 -4.427 -4.047
C 8.840 -5.788 -4.645
C 9.403 -6.834 -3.698
O 8.739 -6.007 -5.826
H 7.675 -4.006 -4.605
H 9.330 -3.721 -4.154
H 8.259 -4.601 -3.001
H 9.308 -7.804 -4.179
H 8.856 -6.750 -2.757
H 10.457 -6.684 -3.463
C 5.740 -6.774 -7.703
C 6.971 -7.080 -8.403
N 7.953 -7.306 -8.951
H 4.974 -6.441 -8.398
H 5.974 -6.035 -6.936
H 5.355 -7.652 -7.181
C 2.771 -3.876 -6.181
C 4.132 -4.042 -5.736
N 5.207 -4.082 -5.336
H 2.540 -3.247 -7.035
H 2.238 -3.473 -5.311
H 2.276 -4.829 -6.383
C 1.206 -6.428 -3.418
C 0.290 -5.313 -3.149
N -0.443 -4.472 -2.877
H 0.609 -7.271 -3.758
H 1.644 -6.715 -2.461
H 1.924 -6.048 -4.140
C 0.861 -0.675 -2.530
C 2.049 -1.455 -2.845
N 3.019 -2.016 -3.097
H -0.018 -1.224 -2.216
H 0.650 -0.178 -3.483
H 1.158 0.127 -1.855